1.
A structure of composition C29H35N3O2PTi in a non-equilibrium geometry. Source: the OMol25 dataset; level of theory: wB97M-V/def2-TZVPD.

<S²>: 0.756
2S+1: 2
Total charge: +2
E_HOMO (alpha / beta), eV: -14.2 / -14.5

Atoms and positions in Å:
Ti -0.019 -0.769 0.848
O -2.973 -0.267 3.187
C -1.935 -0.177 2.592
O -1.603 -0.933 1.546
C -0.837 0.775 2.933
C -1.003 1.759 3.908
C 0.050 2.589 4.206
C 1.305 2.345 3.603
C 2.451 3.092 3.941
C 3.671 2.806 3.386
C 3.799 1.719 2.511
C 2.702 0.968 2.157
C 1.422 1.287 2.651
N 0.314 0.575 2.242
H -1.962 1.836 4.396
H -0.055 3.398 4.912
H 2.350 3.885 4.665
H 4.540 3.390 3.650
H 4.770 1.464 2.115
H 2.824 0.091 1.528
N -0.400 -2.964 0.071
C 0.607 -3.353 0.993
C 1.116 -4.640 1.107
C 2.091 -4.880 2.064
C 2.512 -3.830 2.874
C 1.970 -2.571 2.680
N 1.048 -2.328 1.740
H -0.491 -3.626 -0.703
H -1.315 -2.933 0.545
H 0.744 -5.437 0.480
H 2.509 -5.868 2.179
H 3.246 -3.994 3.646
H 2.269 -1.732 3.295
C -1.824 2.624 -2.500
C -1.511 1.949 -1.170
C -2.821 1.636 -0.437
C -0.620 2.836 -0.299
P -0.687 0.257 -1.331
C -1.811 -0.671 -2.418
C -2.793 -1.445 -1.796
C -3.737 -2.115 -2.552
C -3.688 -2.050 -3.936
C -2.710 -1.292 -4.561
C -1.785 -0.589 -3.810
C 1.014 0.280 -2.179
C 1.281 1.360 -3.223
C 1.977 0.446 -0.994
C 1.244 -1.120 -2.756
H -2.469 3.480 -2.309
H -2.357 1.950 -3.167
H -0.929 2.983 -2.996
H -3.313 2.560 -0.142
H -2.651 1.042 0.468
H -3.505 1.094 -1.089
H -1.162 3.738 -0.020
H 0.274 3.149 -0.834
H -0.331 2.317 0.623
H -2.827 -1.492 -0.711
H -4.513 -2.683 -2.064
H -4.416 -2.579 -4.529
H -2.670 -1.236 -5.638
H -1.057 0.024 -4.318
H 1.277 2.353 -2.779
H 0.554 1.336 -4.030
H 2.265 1.198 -3.661
H 1.821 1.400 -0.478
H 3.013 0.415 -1.337
H 1.813 -0.404 -0.284
H 0.670 -1.288 -3.662
H 0.972 -1.893 -2.025
H 2.297 -1.247 -3.007


2.
A structure of composition C29H35N6O2RhSe. Source: the OMol25 dataset; level of theory: wB97M-V/def2-TZVPD.

<S²>: 6.038
2S+1: 5
E_HOMO (alpha / beta), eV: -4.5 / -6.4

Atoms and positions in Å:
Rh -0.545 1.292 0.520
C -0.679 -2.457 -1.646
C -0.571 -1.596 -0.588
N -1.066 -0.312 -0.627
C -1.672 0.120 -1.802
C -1.764 -0.700 -2.945
C -1.270 -2.039 -2.851
C -2.331 -0.149 -4.108
C -2.771 1.162 -4.120
C -2.701 1.957 -2.980
C -2.180 1.433 -1.797
N -2.035 2.076 -0.561
C -2.953 2.862 0.048
C -4.072 3.465 -0.519
C -4.917 4.291 0.237
C -4.699 4.548 1.566
C -3.619 3.904 2.208
C -3.340 4.052 3.583
C -2.313 3.349 4.152
C -1.569 2.475 3.350
N -1.800 2.320 2.068
C -2.779 3.044 1.464
H -0.298 -3.465 -1.535
H -0.105 -1.911 0.334
H -1.370 -2.710 -3.695
H -2.405 -0.763 -4.999
H -3.172 1.587 -5.032
H -2.996 2.995 -3.046
H -4.315 3.304 -1.557
H -5.762 4.747 -0.265
H -5.344 5.206 2.134
H -3.954 4.723 4.172
H -2.075 3.443 5.202
H -0.753 1.897 3.770
O 3.099 -0.112 -0.606
C 2.641 0.017 -1.721
O 1.494 0.614 -1.961
C 3.324 -0.562 -2.957
N 2.485 -0.336 -4.144
C 1.899 -1.643 -4.501
C 2.962 -2.669 -4.118
C 3.529 -2.094 -2.815
H 4.275 -0.036 -3.050
H 3.043 0.019 -4.909
H 1.372 0.571 -2.941
H 1.620 -1.659 -5.553
H 0.994 -1.795 -3.908
H 3.735 -2.716 -4.889
H 2.555 -3.672 -3.986
H 4.577 -2.345 -2.662
H 2.973 -2.465 -1.954
C 1.961 -1.883 5.360
C 1.552 -2.476 4.017
N 1.731 -1.537 2.913
C 3.049 -1.560 2.281
C 3.108 -2.589 1.157
C 0.749 -0.714 2.479
C -0.615 -0.885 3.091
N 0.909 0.171 1.551
H 1.862 -2.624 6.155
H 1.336 -1.024 5.609
H 2.999 -1.546 5.336
H 0.522 -2.821 4.057
H 2.158 -3.355 3.797
H 3.780 -1.801 3.054
H 3.310 -0.573 1.906
H 2.918 -3.594 1.540
H 4.088 -2.575 0.679
H 2.358 -2.356 0.400
H -1.000 -1.881 2.862
H -1.297 -0.161 2.658
H -0.599 -0.769 4.175
H 1.812 0.170 1.083
Se 0.929 3.115 0.381


3.
A cluster of 2 separate species, C29H35OSi in total in a non-equilibrium geometry. Source: the OMol25 dataset; level of theory: wB97M-V/def2-TZVPD.

2S+1: 1
Total charge: +1
E_HOMO, eV: -10.2

Atoms and positions in Å:
C -4.075 2.589 1.251
C -3.228 1.881 0.188
C -2.422 0.731 0.938
C -1.681 -0.364 0.026
C -1.469 -1.492 1.070
O -2.506 0.489 2.131
Si 0.563 3.415 3.049
C -0.951 3.487 4.419
C 1.429 1.583 2.868
C 0.010 4.179 1.261
H -4.969 3.057 0.829
H -4.397 1.855 1.993
H -3.488 3.334 1.795
H -3.912 1.406 -0.569
H -2.624 2.643 -0.382
H -2.385 -0.727 -0.742
H -2.458 -1.547 1.569
H -1.182 -2.443 0.585
H -0.709 -1.204 1.845
H -0.349 4.148 5.126
H -1.898 3.962 4.052
H -1.241 2.494 4.841
H 2.342 1.830 2.258
H 1.700 1.329 3.932
H 0.884 0.721 2.397
H 1.055 4.549 1.042
H -0.375 3.524 0.435
H -0.721 5.011 1.448
C 0.982 -5.777 -3.447
C -0.145 -4.947 -3.467
C -0.182 -3.792 -2.681
C 0.919 -3.428 -1.878
C 0.883 -2.174 -1.087
C 0.011 -1.180 -1.440
C -0.391 0.000 -0.561
C -0.374 1.289 -1.439
C 0.741 2.150 -1.468
C 0.820 3.153 -2.442
C -0.184 3.292 -3.407
C -1.268 2.407 -3.407
C -1.345 1.396 -2.440
C 1.828 -2.006 0.072
C 2.619 -0.852 0.183
C 3.450 -0.670 1.295
C 3.486 -1.637 2.306
C 2.732 -2.808 2.186
C 1.928 -3.002 1.059
C 2.042 -4.276 -1.862
C 2.075 -5.440 -2.634
H 1.011 -6.682 -4.059
H -1.000 -5.196 -4.100
H -1.078 -3.168 -2.674
H -0.509 -1.223 -2.416
H 0.305 0.115 0.240
H 1.581 1.995 -0.775
H 1.694 3.813 -2.479
H -0.108 4.058 -4.180
H -2.036 2.456 -4.174
H -2.100 0.611 -2.525
H 2.596 -0.132 -0.641
H 4.047 0.242 1.404
H 4.089 -1.470 3.199
H 2.754 -3.558 2.982
H 1.322 -3.908 0.968
H 2.909 -4.009 -1.256
H 2.956 -6.083 -2.609


Result set for energy above the lowest of the compared OMol25 structures with the same formula, charge and spin: 0.963 0.279 4.959 eV, one per record in the order listed.